12
Properties=species:S:1:pos:R:3:forces:R:3 method="wB97M-V/def2-TZVPD" spin_multiplicity=1 homo_lumo_gap_ha=0.3857 e_above_lowest_ev=3.296 e_tot_ev=-7770.230 smiles=CONCO
C -1.796374 0.061552 0.315611 0.2 0.1 0.2
O -1.005932 -0.278421 -0.807313 0.0 -0.2 -0.3
N 0.282631 0.267391 -0.821855 0.2 0.3 -0.2
C 1.181839 -0.293007 0.170973 -0.4 -0.4 0.4
O 2.490670 0.036707 -0.168743 0.4 0.2 -0.1
H -1.853653 1.149225 0.442678 0.0 0.0 0.0
H -2.786111 -0.330932 0.094464 0.0 0.0 0.1
H -1.420642 -0.393475 1.237669 0.0 0.0 0.0
H 0.221315 1.282951 -0.730661 -0.1 -0.2 0.1
H 1.017439 -1.382164 0.164913 -0.1 0.2 0.0
H 1.036389 0.091680 1.192774 0.0 -0.1 -0.2
H 2.632430 -0.211507 -1.090509 -0.1 0.0 0.0



12
Properties=species:S:1:pos:R:3:forces:R:3 method="wB97M-V/def2-TZVPD" spin_multiplicity=1 homo_lumo_gap_ha="0.3224 / 0.2690" e_above_lowest_ev=5.263 e_tot_ev=-17018.778
C 0.001715 1.053129 -1.342886 0.3 -1.0 0.8
C 0.238833 1.719038 0.015497 0.6 0.5 -1.2
C -0.718377 -2.158591 0.932319 0.6 0.1 1.7
N 0.543597 -0.158910 -1.374982 -1.2 0.4 -1.0
N 1.269471 -0.563567 -0.365486 0.6 1.3 0.1
S 1.643432 0.808361 0.641965 -0.2 -0.7 0.1
H -0.722763 1.355495 -2.141732 1.0 -0.2 0.9
H 0.457518 2.798280 0.005250 -0.3 -0.4 -0.1
H -0.591409 1.477105 0.655037 -0.7 0.2 0.4
H -1.588835 -1.508857 0.942506 0.1 -0.2 -0.7
H -0.234888 -2.590663 0.040456 -0.5 0.3 0.8
H -0.298295 -2.230818 1.992056 -0.2 -0.3 -1.9



67
Properties=species:S:1:pos:R:3:forces:R:3 method="wB97M-V/def2-TZVPD" spin_multiplicity=1 homo_lumo_gap_ha=0.3027 e_tot_ev=-41280.350 charge=+1
Zr 2.651532 0.258343 1.229036 -3.2 -3.1 -1.7
O 4.117768 -1.193555 0.777389 -1.0 2.0 1.6
H 3.755008 -1.746160 0.086478 0.1 -0.2 -0.3
O 1.456534 1.152016 2.634420 1.5 -0.5 -0.9
H 1.234383 1.732763 3.347505 0.0 0.3 0.4
O 1.108042 -0.675820 0.323075 1.7 1.3 -0.1
H 0.331428 -1.187756 0.490693 -0.4 -0.3 0.5
C -2.390447 -2.048833 -4.587583 -0.6 0.0 0.5
O -3.397684 -2.545817 -5.040096 0.1 -0.1 -0.4
N -2.377459 -1.371682 -3.413936 1.0 0.0 -0.3
C -1.138883 -0.878312 -2.821069 -1.4 0.2 0.2
C -3.606694 -1.119764 -2.695502 -0.4 -0.3 0.1
H -1.409659 -2.093976 -5.080017 0.1 -0.1 -0.1
H -1.080693 -1.288392 -1.809256 0.4 0.1 0.0
H -1.285432 0.204110 -2.756547 0.6 0.1 0.2
H -0.248524 -1.123542 -3.392332 -0.1 -0.1 -0.1
H -3.483961 -0.287853 -2.004055 0.1 0.1 -0.1
H -4.412514 -0.916174 -3.398119 0.1 0.1 -0.1
H -3.928114 -1.987137 -2.113481 0.1 0.0 0.0
C -2.754680 -0.012245 1.473758 -0.8 -0.4 0.5
O -3.729779 -0.036520 0.754643 0.1 0.3 -0.4
N -2.768290 -0.391310 2.777562 0.2 0.4 0.6
C -3.983578 -0.654426 3.511372 -0.1 -0.9 0.7
C -1.523487 -0.326652 3.511792 1.2 0.1 -0.9
H -1.758656 0.319377 1.142979 0.2 -0.1 -0.1
H -4.810085 -0.922099 2.862088 0.0 0.3 -0.2
H -4.265772 0.126862 4.221443 0.0 0.4 -0.4
H -3.812278 -1.519900 4.162850 0.1 -0.1 -0.2
H -1.204414 0.662908 3.855416 -0.5 0.1 0.1
H -0.773761 -0.601788 2.763706 0.4 0.0 0.4
H -1.408583 -1.013706 4.348478 -0.6 -0.2 -0.1
C 2.838637 0.376709 -2.304510 -0.3 0.4 -0.1
O 3.194499 0.293735 -1.135976 0.3 0.2 0.5
N 3.001219 1.440316 -3.080097 0.5 0.6 -1.0
C 2.409871 1.441432 -4.426245 -0.8 -1.0 0.4
C 3.743458 2.624536 -2.693381 0.0 0.0 0.7
H 2.312915 -0.429733 -2.829393 0.0 -0.2 0.2
H 1.330581 1.583937 -4.328750 0.0 0.3 -0.2
H 2.536064 0.446056 -4.854156 0.1 0.1 -0.2
H 2.803197 2.184034 -5.108971 0.4 0.1 0.3
H 4.505837 2.877508 -3.427160 -0.2 0.0 -0.2
H 3.055767 3.460490 -2.552127 0.1 0.1 -0.1
H 4.260878 2.447238 -1.751635 -0.1 -0.1 0.0
C 1.486470 3.292935 0.037443 -0.9 -0.1 -0.8
O 1.929530 2.153703 0.203863 1.0 0.0 0.3
N 0.303602 3.510450 -0.537026 0.5 0.6 0.2
C -0.599856 2.458953 -0.930990 0.1 -1.2 -0.1
C -0.232866 4.840538 -0.697006 -0.8 1.3 -0.2
H 2.033271 4.211921 0.266511 0.1 -0.1 0.2
H -0.149456 1.470312 -0.812128 0.3 0.2 0.2
H -0.841648 2.531044 -1.991457 -0.2 0.4 0.1
H -1.497731 2.460435 -0.310781 -0.1 0.2 -0.2
H -0.566224 5.061546 -1.715097 0.2 -0.5 -0.1
H -1.129542 4.988807 -0.088789 0.1 -0.3 0.2
H 0.416470 5.686093 -0.465097 0.5 -0.5 0.3
C 1.752649 -2.154060 3.597833 -0.5 -0.2 0.1
O 2.171875 -1.407254 2.720493 0.5 0.2 0.0
N 0.874189 -3.136691 3.400933 0.4 -0.5 0.1
C 0.577176 -4.085763 4.459548 -0.4 0.0 0.4
C 0.355164 -3.451451 2.092660 -0.5 0.0 -0.7
H 2.024436 -2.046532 4.653418 0.3 0.1 -0.1
H 1.093478 -5.040068 4.342189 0.2 0.2 -0.1
H -0.489761 -4.317111 4.460055 0.0 0.2 0.0
H 0.828756 -3.646243 5.423789 0.0 -0.1 0.0
H 1.083473 -3.237062 1.312260 0.0 0.2 0.1
H 0.061761 -4.496560 2.000074 0.3 -0.1 0.3
H -0.579409 -2.907158 1.907013 0.2 0.2 0.0



56
Properties=species:S:1:pos:R:3:forces:R:3 method="wB97M-V/def2-TZVPD" spin_multiplicity=3 homo_lumo_gap_ha="0.2590 / 0.2535" s2=2.007 e_above_lowest_ev=0.000 e_tot_ev=-182257.475
Pt 0.361392 0.486977 0.627221 -0.5 0.1 -0.2
Br -2.839933 2.985437 3.877618 -0.2 0.1 -0.3
C -3.050680 2.673355 2.014946 0.8 -0.2 0.7
C -4.183872 3.078426 1.345143 -0.2 0.0 0.3
C -4.411362 2.743276 0.048852 0.4 0.0 -0.1
Br -6.090867 3.208718 -0.622123 -0.4 0.1 -0.6
C -3.428408 2.051377 -0.689115 -0.2 -0.1 0.7
C -3.579707 1.619546 -2.018462 -1.2 0.7 0.6
C -2.584372 0.938185 -2.579660 1.5 -0.8 -1.5
C -1.361725 0.740144 -1.895585 0.0 -0.3 -0.9
N -1.196724 1.112308 -0.661734 0.3 -0.6 0.7
C -2.242407 1.684305 -0.003164 -0.2 0.8 0.1
C -2.039471 1.960486 1.392875 0.4 -0.3 -0.1
O -0.978243 1.530953 2.012956 -0.2 0.1 -0.4
H -4.926128 3.628495 1.876599 -0.4 0.3 0.3
H -4.510351 1.845379 -2.531150 0.2 -0.1 0.0
H -2.644756 0.600005 -3.612897 0.0 0.0 0.3
H -0.518189 0.270720 -2.404799 -0.2 0.1 0.2
N -3.245784 -5.056945 3.293644 -0.7 -0.4 -0.3
C -2.735394 -4.983880 2.028595 1.4 -0.3 1.0
O -2.858758 -5.850889 1.199045 -0.4 0.1 -0.4
C -1.835660 -3.771029 1.802204 -1.2 0.0 -0.4
C -0.935594 -3.757026 0.742373 -0.3 -0.4 0.7
C -0.256478 -2.603003 0.463759 -0.6 0.5 1.2
N -0.487660 -1.479144 1.163253 -0.7 0.2 -0.5
C -1.439985 -1.447881 2.083197 0.2 -0.4 1.0
C -2.112133 -2.599020 2.470215 0.6 0.2 -0.7
H -3.893911 -5.799462 3.537577 0.4 0.2 -0.3
H -2.868364 -4.516844 4.040730 0.1 0.3 0.2
H -0.820810 -4.687550 0.239031 0.3 -0.4 -0.7
H 0.485951 -2.492498 -0.268592 0.8 -0.2 -1.0
H -1.612538 -0.518320 2.611422 0.1 0.2 -0.2
H -2.867739 -2.556875 3.212839 -0.5 0.2 0.5
C 4.214926 1.428511 -4.109385 -0.2 0.3 -0.5
C 3.710258 1.145094 -2.711970 -0.2 -0.1 -0.8
C 3.637362 -0.169164 -2.260785 0.2 0.3 1.2
C 3.410606 -0.459161 -0.902838 -0.1 -0.2 -0.6
C 3.503326 -1.902156 -0.400669 0.3 1.2 -0.4
C 3.112024 0.599781 -0.053742 -0.6 0.6 0.8
C 3.026162 1.931630 -0.531991 -0.1 -0.1 -0.2
C 2.632365 3.113919 0.326899 1.0 0.4 0.0
C 3.308557 2.176690 -1.876907 0.3 0.6 0.4
C 2.961802 0.312775 1.457872 1.7 0.6 -0.4
O 3.947316 0.471212 2.146344 0.2 -0.1 0.2
O 1.826289 -0.087687 1.905180 -0.7 -0.1 -0.1
H 5.048652 2.136353 -4.135129 0.0 -0.1 0.4
H 3.467833 1.912893 -4.776724 0.2 -0.6 0.4
H 4.594261 0.505994 -4.557705 -0.2 0.1 -0.1
H 3.845993 -0.989556 -2.912518 0.3 -0.3 -0.5
H 3.541447 -2.530865 -1.281148 0.0 -0.4 0.1
H 2.654448 -2.126712 0.213421 -0.6 -0.3 0.3
H 4.376458 -2.070403 0.234811 0.1 0.1 -0.2
H 1.572969 3.215100 0.427025 -1.0 0.1 -0.3
H 3.044340 4.051377 -0.104396 -0.4 -0.6 0.2
H 2.967060 3.069525 1.359217 0.4 -0.3 0.1
H 3.306208 3.227122 -2.251677 0.0 -0.9 0.3



56
Properties=species:S:1:pos:R:3:forces:R:3 method="wB97M-V/def2-TZVPD" spin_multiplicity=1 homo_lumo_gap_ha=0.3019 e_above_lowest_ev=2.469 e_tot_ev=-39975.064 smiles="CNC(=O)[C@@H](NC(C)=O)[C@@H](C)O.O=C(O)CON=C1c2ccccc2-c2ccccc21"
C -1.470981 1.898191 5.327460 0.1 0.0 -0.5
N -2.332875 1.405794 4.256203 -0.8 0.1 0.3
C -2.060678 1.498480 2.950367 0.4 -0.7 0.5
O -0.988139 1.939540 2.549311 0.4 0.4 -0.3
C -3.044363 0.917252 1.927281 -0.6 -0.3 0.0
N -3.314934 -0.526479 2.081064 0.5 0.5 -0.8
C -3.822561 -1.179166 3.127070 -0.4 -0.4 0.8
C -3.870945 -2.683384 3.009965 0.0 0.1 0.0
O -4.229810 -0.637184 4.143848 -0.2 0.5 0.4
C -4.319777 1.754663 1.690260 -0.5 0.3 0.5
C -5.092901 2.238529 2.918034 0.0 -0.3 -0.2
O -3.977141 2.927102 0.991679 0.3 0.6 -0.1
H -2.038303 1.968791 6.256333 0.0 -0.1 -0.2
H -1.085880 2.886052 5.067069 0.0 -0.1 0.0
H -0.629518 1.218175 5.468543 0.1 0.1 0.1
H -3.190406 0.925685 4.513203 0.1 0.0 -0.1
H -2.502880 0.987938 0.985131 0.1 -0.1 0.1
H -2.969564 -1.103880 1.327111 0.2 0.2 0.0
H -4.530937 -2.959721 2.190293 0.0 -0.2 -0.1
H -4.252060 -3.098730 3.942259 0.0 0.1 -0.1
H -2.868800 -3.064728 2.824203 0.0 -0.1 -0.1
H -4.997686 1.178081 1.060006 0.0 -0.4 0.0
H -4.466752 2.876357 3.540332 0.0 0.0 0.0
H -5.953185 2.821894 2.589201 0.1 0.0 -0.1
H -5.462268 1.396112 3.496615 0.1 0.0 0.1
H -3.648641 2.687697 0.122305 0.1 0.1 -0.1
O -0.827765 -0.916255 0.393190 1.0 0.4 0.6
C 0.306074 -0.886132 0.858604 -1.2 0.5 0.2
O 0.767475 0.101217 1.671277 0.1 -1.7 -1.3
C 1.236644 -2.075799 0.602195 0.1 0.4 -0.3
O 2.328410 -1.742290 -0.265861 0.7 0.4 -0.8
N 1.837690 -1.401910 -1.545839 0.1 0.5 -0.8
C 2.667635 -0.980273 -2.470523 -0.9 -1.3 3.5
C 2.182148 -0.576102 -3.781941 -1.1 0.2 -1.0
C 0.894670 -0.518851 -4.326778 0.2 0.0 0.0
C 0.731902 -0.072633 -5.646048 0.5 -0.1 0.3
C 1.848629 0.312696 -6.407217 0.2 -0.2 0.5
C 3.137158 0.257247 -5.854206 -0.6 -0.1 0.2
C 3.279005 -0.190399 -4.539136 -0.1 0.4 -1.1
C 4.480583 -0.338785 -3.733277 1.1 0.2 -0.3
C 5.805992 -0.074657 -4.085940 -0.1 -0.2 0.6
C 6.808379 -0.294000 -3.132743 -0.5 -0.1 0.1
C 6.474035 -0.766031 -1.853612 -0.5 0.1 -0.4
C 5.135763 -1.025588 -1.517341 -0.1 0.0 -0.1
C 4.128642 -0.812112 -2.468590 1.1 0.1 0.3
H 0.073195 0.787582 1.793081 -0.2 0.2 0.1
H 1.636750 -2.412383 1.560834 0.4 0.2 -0.2
H 0.659779 -2.898213 0.170401 -0.1 0.3 0.0
H 0.038446 -0.815740 -3.726941 0.1 0.0 -0.1
H -0.262203 -0.025187 -6.080429 0.1 0.0 0.1
H 1.713834 0.656870 -7.428637 0.0 0.0 0.1
H 4.003421 0.557477 -6.434177 -0.1 0.0 0.0
H 6.053605 0.293654 -5.076019 0.0 0.0 0.1
H 7.846201 -0.096452 -3.383900 -0.1 0.0 0.0
H 7.256103 -0.931525 -1.118773 -0.1 0.0 -0.1
H 4.879788 -1.388486 -0.526801 0.0 0.1 -0.1